(1)
Below is C41H37ClFN3O5SSbZr as an isolated structure, with properties calculated with wB97M-V/def2-TZVPD.

* ΔE to the lowest compared entry with this formula, charge and spin: 0.0000 eV

```
! RIJCOSX wB97M-V def2-TZVPD def2/J DEFGRID3
* xyz 3 1
Zr -0.665 -0.863 -1.979
C 0.642 -0.080 5.704
C -0.774 -0.190 5.163
N -0.831 0.014 3.697
C -0.878 -1.055 2.909
C -0.889 -1.003 1.531
C -0.942 -2.321 0.811
O -1.119 -3.348 1.407
O -0.754 -2.239 -0.495
C -0.891 0.247 0.900
O -0.975 0.413 -0.384
C -0.836 1.410 1.741
C -0.813 2.698 1.171
C -0.755 3.789 1.973
F -0.687 5.008 1.421
C -0.739 3.696 3.386
C -0.753 2.435 3.945
C -0.794 1.283 3.138
N -0.646 4.877 4.139
C -1.712 5.863 3.961
C -1.230 7.235 4.385
N -0.769 7.185 5.817
C 0.270 6.117 6.020
C -0.253 4.775 5.533
H 0.632 -0.237 6.782
H 1.087 0.894 5.502
H 1.282 -0.842 5.259
H -1.457 0.515 5.632
H -1.174 -1.183 5.351
H -0.918 -2.025 3.388
H -0.816 2.812 0.096
H -0.749 2.335 5.019
H -2.603 5.577 4.541
H -2.006 5.927 2.919
H -2.024 7.975 4.309
H -0.377 7.550 3.788
H -1.571 7.007 6.428
H -0.393 8.094 6.095
H 0.518 6.080 7.079
H 1.147 6.420 5.451
H -1.081 4.438 6.176
H 0.565 4.063 5.636
Cl -4.783 3.475 -6.525
C -3.639 2.631 -5.557
C -2.288 3.030 -5.578
C -1.337 2.386 -4.821
C -1.699 1.307 -4.011
O -0.790 0.671 -3.296
C -3.058 0.900 -3.990
C -3.475 -0.195 -3.210
O -2.735 -0.904 -2.473
C -4.021 1.582 -4.774
H -2.003 3.862 -6.208
H -0.301 2.696 -4.841
H -4.533 -0.470 -3.239
H -5.055 1.262 -4.751
S 1.920 -0.586 -1.754
Sb 2.064 -2.856 -2.211
C 3.551 -3.302 -3.603
C 3.255 -4.189 -4.632
C 4.259 -4.520 -5.532
C 5.524 -3.966 -5.395
C 5.802 -3.078 -4.363
C 4.813 -2.737 -3.453
C 2.101 -4.045 -0.500
C 2.231 -3.432 0.739
C 2.299 -4.231 1.870
C 2.227 -5.613 1.752
C 2.100 -6.211 0.507
C 2.045 -5.428 -0.638
C 0.219 -3.063 -3.249
C 0.069 -2.249 -4.386
C -1.076 -2.361 -5.170
C -2.053 -3.290 -4.834
C -1.911 -4.089 -3.704
C -0.783 -3.979 -2.904
H 2.266 -4.619 -4.743
H 4.051 -5.209 -6.339
H 6.302 -4.227 -6.100
H 6.790 -2.649 -4.265
H 5.027 -2.039 -2.652
H 2.287 -2.352 0.817
H 2.417 -3.779 2.846
H 2.281 -6.232 2.638
H 2.052 -7.288 0.422
H 1.970 -5.900 -1.610
H 0.847 -1.547 -4.669
H -1.189 -1.742 -6.050
H -2.932 -3.392 -5.456
H -2.683 -4.802 -3.444
H -0.696 -4.576 -2.005
*
```

---

(2)
Below is C23H35AlN4O6P as an isolated structure, with properties calculated with wB97M-V/def2-TZVPD.

* ΔE to the lowest compared entry with this formula, charge and spin: 0.0000 eV

```
! RIJCOSX wB97M-V def2-TZVPD def2/J DEFGRID3
* xyz 1 1
Al 1.634 -0.441 0.532
O 4.967 -2.269 1.645
C 3.946 -1.850 1.130
N 3.271 -0.715 1.383
C 3.846 0.306 2.214
C 3.277 1.614 1.716
C 3.838 2.842 2.025
C 3.290 3.990 1.487
C 2.183 3.887 0.653
C 1.665 2.639 0.398
N 2.196 1.516 0.918
C 3.313 -2.584 -0.046
C 3.776 -3.806 -0.485
C 3.224 -4.345 -1.637
C 2.238 -3.640 -2.316
C 1.811 -2.433 -1.804
N 2.331 -1.917 -0.683
H 4.935 0.311 2.149
H 3.597 0.177 3.273
H 4.707 2.877 2.669
H 3.725 4.957 1.704
H 1.730 4.761 0.204
H 0.793 2.511 -0.224
H 4.566 -4.286 0.077
H 3.566 -5.302 -2.012
H 1.804 -4.020 -3.231
H 1.032 -1.853 -2.282
C -1.421 2.122 -2.801
C -1.847 0.670 -2.930
C -3.221 0.549 -3.555
C -0.818 -0.154 -3.686
O -2.023 0.071 -1.584
P -1.126 0.191 -0.325
O -1.634 -0.920 0.601
O 0.357 0.111 -0.679
O -1.304 1.598 0.333
C -2.470 2.142 1.072
C -3.757 1.857 0.318
C -2.181 3.628 1.132
C -2.482 1.524 2.461
H -1.266 2.534 -3.799
H -0.478 2.212 -2.255
H -2.185 2.717 -2.295
H -3.181 0.856 -4.600
H -3.940 1.182 -3.031
H -3.567 -0.484 -3.506
H -0.868 0.086 -4.748
H -1.028 -1.219 -3.565
H 0.192 0.058 -3.332
H -3.776 2.368 -0.647
H -4.595 2.219 0.915
H -3.900 0.787 0.155
H -2.077 4.037 0.125
H -1.258 3.815 1.686
H -2.999 4.144 1.635
H -2.878 0.508 2.441
H -3.118 2.125 3.112
H -1.475 1.511 2.884
C -2.293 -3.331 2.340
N -1.006 -2.944 1.776
C -0.650 -3.666 0.565
C -0.749 -1.587 1.801
O 0.518 -1.205 1.640
H -2.324 -4.415 2.428
H -3.137 -3.013 1.715
H -2.407 -2.912 3.339
H -0.320 -4.676 0.809
H 0.164 -3.156 0.056
H -1.500 -3.728 -0.125
H -1.232 -1.141 2.665
*
```

---

(3)
Below is a 6-piece molecular cluster, C8H27N4O6 overall in a non-equilibrium geometry, with properties calculated with wB97M-V/def2-TZVPD.

* ΔE to the lowest compared entry with this formula, charge and spin: 1.2865 eV

```
! RIJCOSX wB97M-V def2-TZVPD def2/J DEFGRID3
* xyz -1 1
O 23.544 -21.180 2.600
H 22.684 -21.043 2.158
C 23.940 -22.513 -0.440
O 23.747 -23.078 -1.527
N 24.500 -23.020 0.634
N 23.458 -21.370 -0.166
H 24.297 -22.527 1.492
H 24.807 -23.982 0.625
H 22.792 -21.017 -0.838
H 23.454 -21.128 0.815
C 23.352 -17.508 2.504
O 23.553 -16.285 2.368
N 22.898 -18.082 3.586
N 23.844 -18.390 1.718
H 22.913 -19.092 3.583
H 22.909 -17.494 4.407
H 24.505 -18.126 1.002
H 23.854 -19.324 2.103
C 28.308 -20.226 3.177
C 26.829 -20.359 3.460
O 26.239 -21.119 2.431
H 28.824 -21.157 2.943
H 28.796 -19.818 4.063
H 28.385 -19.595 2.291
H 26.387 -19.365 3.510
H 26.725 -20.786 4.458
H 25.313 -21.229 2.661
C 24.874 -21.913 7.051
C 24.168 -22.061 5.697
O 24.048 -20.835 5.086
H 25.788 -21.320 7.069
H 25.171 -22.884 7.447
H 24.211 -21.430 7.769
H 23.188 -22.524 5.814
H 24.717 -22.720 5.023
H 23.973 -20.912 4.132
C 19.968 -22.196 5.275
C 20.517 -22.203 3.836
O 21.700 -22.932 3.711
H 20.696 -22.020 6.066
H 19.485 -23.133 5.555
H 19.145 -21.483 5.329
H 20.885 -21.226 3.521
H 19.776 -22.604 3.145
H 22.385 -22.374 3.336
*
```

---

(4)
Below is C5H10BrNS as an isolated structure in a non-equilibrium geometry, with properties calculated with wB97M-V/def2-TZVPD.

* total energy: -3223.33156 a.u.

```
! RIJCOSX wB97M-V def2-TZVPD def2/J DEFGRID3
* xyz 0 1
C 2.312 0.671 0.174
C -0.319 1.831 -1.435
C 0.662 -1.561 1.528
C -0.359 0.841 -0.307
C 0.596 -1.427 0.005
N 0.665 -0.122 -0.592
S 2.189 2.127 0.872
Br 3.825 -0.374 -0.360
H -0.865 1.353 -2.211
H -0.793 2.778 -1.415
H 0.686 2.045 -1.751
H 0.453 -2.560 1.707
H 1.542 -1.294 2.072
H -0.081 -0.877 2.011
H 0.004 1.499 0.551
H -1.362 0.236 -0.141
H 1.404 -1.985 -0.302
H -0.369 -1.833 -0.308
*
```

---

(5)
Below is C48H42Cl2N3O10P2Tl as an isolated structure in a non-equilibrium geometry, with properties calculated with wB97M-V/def2-TZVPD.

* total energy: -4546.44346 a.u.

```
! RIJCOSX wB97M-V def2-TZVPD def2/J DEFGRID3
* xyz -2 1
Tl -0.113 0.716 1.147
Cl -7.979 1.824 2.125
C -6.338 1.682 1.575
C -6.105 1.380 0.230
C -4.821 1.195 -0.190
Cl -4.564 0.840 -1.861
C -3.662 1.241 0.681
O -2.541 0.898 0.263
C -3.970 1.691 2.021
C -2.938 2.003 2.965
O -1.726 1.930 2.851
C -5.298 1.867 2.440
H -6.928 1.297 -0.463
H -3.340 2.384 3.932
H -5.484 2.153 3.466
C 0.436 -2.960 -1.913
P -0.067 -1.433 -0.948
C -0.092 -0.290 -2.376
C -1.178 0.560 -2.548
C -1.253 1.398 -3.644
C -0.218 1.438 -4.562
C 0.900 0.646 -4.359
C 0.959 -0.219 -3.284
C -1.866 -1.893 -0.860
C -2.389 -1.992 0.425
C -3.721 -2.301 0.629
C -4.545 -2.539 -0.457
C -4.031 -2.462 -1.741
C -2.703 -2.135 -1.941
P 0.320 -4.396 -0.766
C 1.100 -5.666 -1.844
C 0.594 -5.908 -3.118
C 1.135 -6.896 -3.921
C 2.191 -7.666 -3.462
C 2.686 -7.452 -2.187
C 2.137 -6.472 -1.383
C 1.773 -4.057 0.298
C 1.643 -4.267 1.664
C 2.728 -4.099 2.507
C 3.946 -3.695 1.992
C 4.082 -3.484 0.629
C 3.008 -3.678 -0.216
H 1.446 -2.849 -2.300
H -0.263 -3.105 -2.741
H -1.957 0.562 -1.804
H -2.121 2.030 -3.771
H -0.276 2.092 -5.422
H 1.742 0.703 -5.037
H 1.841 -0.824 -3.135
H -1.739 -1.795 1.269
H -4.119 -2.341 1.634
H -5.592 -2.765 -0.304
H -4.677 -2.639 -2.591
H -2.321 -2.036 -2.949
H -0.234 -5.317 -3.484
H 0.733 -7.069 -4.911
H 2.625 -8.429 -4.094
H 3.508 -8.051 -1.815
H 2.522 -6.319 -0.386
H 0.683 -4.567 2.062
H 2.622 -4.284 3.567
H 4.793 -3.548 2.650
H 5.036 -3.175 0.222
H 3.139 -3.543 -1.277
C 1.941 -1.296 4.678
C 1.108 -0.197 3.991
C 0.056 0.313 4.981
C 2.053 0.952 3.609
C 0.446 -0.826 2.798
H 2.452 -0.880 5.545
H 2.686 -1.696 3.995
H 1.293 -2.102 5.017
H 0.530 0.823 5.820
H -0.532 -0.519 5.366
H -0.611 1.006 4.478
H 2.657 1.267 4.463
H 1.493 1.812 3.242
H 2.722 0.639 2.812
H 1.177 -1.387 2.200
O 1.042 3.342 -1.645
C 0.282 3.622 -0.734
O -0.247 2.915 0.153
C -0.143 5.114 -0.578
C 0.713 6.135 -0.962
C 0.379 7.464 -0.677
C -0.840 7.781 -0.097
C -1.719 6.754 0.218
C -1.358 5.419 0.020
N -2.984 7.090 0.789
O -3.202 8.268 1.061
O -3.796 6.198 0.983
N 1.282 8.520 -0.988
O 2.354 8.238 -1.509
O 0.943 9.674 -0.732
H 1.643 5.906 -1.457
H -1.105 8.806 0.111
H -2.012 4.621 0.336
O 2.294 -1.061 -0.828
C 2.794 0.035 -0.559
C 4.098 0.499 -1.228
C 4.225 1.926 -0.737
C 3.171 2.008 0.389
O 3.118 2.907 1.198
N 2.370 0.908 0.343
H 4.019 0.386 -2.310
H 4.909 -0.142 -0.871
H 3.922 2.646 -1.496
H 5.216 2.199 -0.367
*
```

---

(6)
Below is a 6-piece molecular cluster, C28H72N4O12 overall in a non-equilibrium geometry, with properties calculated with wB97M-V/def2-TZVPD.

* ΔE to the lowest compared entry with this formula, charge and spin: 6.7482 eV

```
! RIJCOSX wB97M-V def2-TZVPD def2/J DEFGRID3
* xyz 0 1
C -2.008 -4.305 -4.471
O -2.148 -4.146 -3.069
C -1.307 -4.938 -2.311
C -1.404 -4.643 -0.811
N -0.122 -4.909 -0.191
C 0.027 -4.527 1.216
C -0.334 -3.076 1.477
O 0.142 -2.440 2.429
C 1.560 -2.188 2.451
H -1.011 -4.042 -4.893
H -2.844 -3.719 -4.799
H -2.208 -5.362 -4.717
H -0.296 -4.899 -2.674
H -1.625 -6.006 -2.448
H -2.159 -5.278 -0.374
H -1.798 -3.621 -0.596
H 0.026 -5.895 -0.243
H 1.032 -4.749 1.524
H -0.644 -5.227 1.761
H -1.425 -2.903 1.455
H -0.058 -2.506 0.616
H 2.064 -3.138 2.553
H 1.894 -1.420 3.181
H 1.866 -1.736 1.479
C -1.981 4.464 -2.093
O -3.211 4.393 -1.427
C -4.298 4.992 -2.077
C -5.452 4.986 -1.111
N -6.492 5.768 -1.710
C -7.661 5.874 -0.825
C -7.477 7.032 0.141
O -8.303 7.246 0.982
C -9.536 7.687 0.484
H -2.013 3.740 -2.903
H -1.185 4.237 -1.463
H -1.705 5.486 -2.429
H -4.508 4.504 -2.992
H -4.017 6.014 -2.186
H -5.147 5.451 -0.192
H -5.846 3.980 -0.966
H -6.754 5.311 -2.562
H -8.021 4.954 -0.355
H -8.490 6.098 -1.544
H -7.193 7.965 -0.298
H -6.564 6.794 0.657
H -9.439 8.723 0.248
H -10.206 7.536 1.315
H -9.958 7.076 -0.323
C 7.917 -1.725 3.568
O 7.522 -0.451 3.143
C 6.135 -0.264 3.252
C 5.902 1.255 3.155
N 4.586 1.460 2.641
C 3.532 1.155 3.634
C 2.231 1.231 2.883
O 1.170 1.023 3.503
C 0.107 0.982 2.544
H 7.360 -2.450 2.980
H 7.687 -1.814 4.610
H 8.988 -1.758 3.306
H 5.731 -0.680 4.172
H 5.690 -0.754 2.425
H 6.596 1.735 2.509
H 6.023 1.590 4.217
H 4.403 0.826 1.869
H 3.537 1.773 4.497
H 3.659 0.073 3.919
H 2.353 0.577 1.955
H 2.168 2.275 2.510
H 0.118 0.193 1.786
H -0.061 1.941 1.986
H -0.825 0.789 3.031
C -1.434 -1.104 -3.580
O -0.152 -1.753 -3.570
C 0.361 -1.861 -2.270
C 1.647 -2.675 -2.324
N 2.189 -2.805 -0.941
C 3.394 -3.584 -1.029
C 4.042 -3.742 0.302
O 5.104 -4.321 0.374
C 5.980 -3.910 1.394
H -1.977 -1.306 -4.481
H -1.324 -0.074 -3.562
H -2.090 -1.421 -2.705
H -0.382 -2.279 -1.556
H 0.734 -0.905 -1.970
H 2.258 -2.200 -3.054
H 1.473 -3.684 -2.745
H 1.478 -3.350 -0.461
H 4.094 -2.991 -1.632
H 3.202 -4.590 -1.510
H 3.272 -4.205 0.942
H 4.069 -2.710 0.665
H 5.442 -3.917 2.352
H 6.354 -2.896 1.185
H 6.776 -4.636 1.462
O 3.243 -0.445 -0.120
C 2.884 0.486 -1.061
C 1.761 1.275 -0.573
O 1.358 2.233 -1.501
H 2.872 -1.338 -0.283
H 3.704 1.144 -1.322
H 2.710 -0.030 -1.986
H 2.113 1.813 0.354
H 0.922 0.595 -0.320
H 0.463 2.036 -1.710
O -1.432 1.411 -1.560
C -1.915 1.331 -0.316
C -2.059 -0.078 0.038
O -2.508 -0.156 1.303
H -2.114 1.573 -2.136
H -1.224 1.842 0.289
H -2.853 1.835 -0.150
H -1.109 -0.631 -0.024
H -2.645 -0.568 -0.695
H -2.988 -0.974 1.433
*
```